DFT (ωB97M-V with the def2-TZVPD basis set) results for a molecular structure, C31H30N4O3S2W in a non-equilibrium geometry.

The geometry in XYZ format:
```
71
Properties=species:S:1:pos:R:3:forces:R:3
W 0.25972 0.19675 -0.22594 -1.2 -0.3 1.1
C -2.36259 1.30207 0.51959 -0.2 0.3 0.0
N -1.97290 0.01420 -0.13777 -0.2 0.2 -0.2
C -2.33064 -1.14374 0.73407 0.1 -0.2 0.4
C -1.73768 -0.94099 2.10424 -0.2 0.0 -0.2
N -0.28615 -0.65024 1.98709 0.2 0.3 -0.1
C 0.45814 -1.92473 2.27315 0.1 -0.3 0.0
C 0.16388 0.33069 2.98913 0.2 0.2 0.1
C -0.45635 0.49918 4.21733 -0.1 -0.1 0.0
C 0.06858 1.40138 5.13193 0.1 0.0 0.0
C 1.21447 2.12072 4.82549 0.0 0.0 0.0
C 1.85802 1.92354 3.61438 0.0 0.0 -0.1
C 1.33920 1.01295 2.70163 -0.1 -0.1 -0.1
S 2.23371 0.60473 1.23354 -0.5 -0.5 -0.5
C -2.76335 -0.10397 -1.38782 0.0 0.0 -0.4
C -4.15026 -0.18747 -1.35103 0.0 0.0 0.2
C -4.86481 -0.26383 -2.53260 0.0 0.0 0.0
C -4.19601 -0.26174 -3.75107 0.0 0.0 0.0
C -2.81847 -0.16976 -3.78794 0.1 0.0 0.0
C -2.09740 -0.07313 -2.59854 0.0 0.0 0.3
S -0.35928 0.14356 -2.65361 0.4 0.0 0.6
H -3.34261 1.21545 0.98996 0.0 -0.1 0.0
H -2.43632 2.06989 -0.24393 0.2 0.0 0.0
H -1.63740 1.60758 1.28042 0.0 0.0 0.0
H -1.97131 -2.05235 0.25460 0.0 0.0 -0.1
H -3.41200 -1.21841 0.83240 0.0 0.0 -0.1
H -1.90059 -1.83348 2.70794 0.0 0.0 0.0
H -2.23668 -0.11480 2.60425 0.0 0.0 0.0
H 0.34752 -2.16232 3.33133 -0.1 0.1 0.0
H 1.51326 -1.80188 2.05252 0.0 0.0 0.0
H 0.05607 -2.74265 1.68093 0.0 0.1 -0.1
H -1.33443 -0.07331 4.48910 0.0 0.0 0.0
H -0.41492 1.53456 6.08967 0.0 0.0 0.0
H 1.62075 2.82887 5.53490 0.0 0.0 0.0
H 2.76773 2.45764 3.37194 0.0 0.0 0.0
H -4.69725 -0.19546 -0.41612 0.0 0.0 0.0
H -5.94334 -0.32559 -2.49919 0.0 0.0 0.0
H -4.75446 -0.32804 -4.67492 0.0 0.0 0.0
H -2.28254 -0.16089 -4.72817 -0.1 0.0 0.0
C -0.90239 4.38970 -0.07173 -0.1 0.0 0.0
O 0.39319 4.91993 -0.29923 0.1 -0.1 0.0
C 1.36544 4.19460 -0.88079 -0.4 -0.1 0.1
C 2.43030 4.97969 -1.35510 0.1 -0.1 -0.1
C 3.49951 4.42637 -2.01332 -0.1 0.2 0.1
C 3.54302 3.05289 -2.20219 0.0 -0.3 0.0
C 2.53561 2.23318 -1.70661 -0.1 0.3 0.0
C 2.75442 0.81689 -1.86388 -0.1 -0.1 0.1
N 2.01399 -0.10793 -1.35378 0.0 0.1 0.0
N 2.36004 -1.42777 -1.52519 0.1 -0.3 -0.1
C 1.48130 -2.21426 -1.00864 0.5 0.1 -0.5
O 0.39954 -1.64730 -0.42668 0.7 -1.1 0.0
C 1.58162 -3.66225 -1.02318 -0.3 -0.3 0.1
C 2.81969 -4.29948 -1.10493 0.0 0.2 0.0
C 2.87216 -5.68077 -1.12072 0.0 -0.1 0.0
C 1.70144 -6.42711 -1.06836 0.0 0.0 0.0
C 0.46541 -5.79592 -0.98814 0.0 0.0 0.0
C 0.40452 -4.41642 -0.95468 0.1 0.2 0.0
C 1.41986 2.80874 -1.03853 0.5 0.3 -0.2
O 0.47154 1.96007 -0.52875 0.2 1.7 -0.3
H -1.53743 5.24341 0.14719 0.0 0.0 0.0
H -0.90037 3.71867 0.78742 0.0 0.0 0.0
H -1.27607 3.88214 -0.96453 0.0 0.0 0.0
H 2.35344 6.04600 -1.18952 0.0 0.0 0.0
H 4.29526 5.05700 -2.38335 0.0 0.0 0.0
H 4.37620 2.60317 -2.72692 0.0 0.0 0.0
H 3.63002 0.49417 -2.41701 0.0 -0.1 0.0
H 3.72323 -3.70538 -1.14520 0.0 0.0 0.0
H 3.82888 -6.18183 -1.17358 0.0 0.0 0.0
H 1.75001 -7.50747 -1.09328 0.0 0.0 0.0
H -0.44396 -6.38015 -0.95803 0.0 0.0 0.0
H -0.55071 -3.90750 -0.91164 0.0 -0.1 0.0
```
Positions in Å, forces in eV/Å.

Computed properties:
Charge: +2
Frontier orbital gap: 5.8 eV
Energy relative to the best compared isomer or geometry (same formula, charge and spin): 29.7 kcal/mol
HOMO: -13.712 eV